DFT (the ωB97M-V functional and the def2-TZVPD basis) results for 7 unconnected molecules or ions with the total composition C42H105N7O14 in a non-equilibrium geometry.

The expectation value of S² is 0.755. The value obtained for the energy above the lowest of the compared OMol25 structures with the same formula, charge and spin is 84.52 kcal/mol. The value obtained for the LUMO energy (spin up / spin down) is -2.5 / -8.1 eV. The calculation puts the gap between HOMO and LUMO (spin up / spin down) at 0.2551 / 0.0524 hartree. As for the total charge: +1. The multiplicity is 2. The value obtained for the total energy is -3098.94080 a.u.

Last column: Mulliken spin population.
Atoms and positions in Å:
C  -9.62  -6.81  -0.68  0.000
O  -8.28  -7.25  -1.02  0.000
C  -7.64  -6.40  -1.97  0.000
C  -6.30  -5.96  -1.47  0.000
N  -6.65  -4.99  -0.49  0.000
C  -5.45  -4.55  0.30  0.000
C  -5.48  -3.28  1.22  0.000
O  -6.37  -3.28  2.33  0.000
C  -7.63  -2.82  2.01  0.000
H  -9.62  -5.99  0.05  0.000
H  -10.21  -7.67  -0.35  0.000
H  -10.09  -6.51  -1.62  0.000
H  -8.19  -5.52  -2.32  0.000
H  -7.65  -6.99  -2.88  0.000
H  -5.53  -5.60  -2.16  0.000
H  -5.83  -6.80  -0.96  0.000
H  -7.32  -5.50  0.07  0.000
H  -4.53  -4.42  -0.27  0.000
H  -5.26  -5.22  1.14  0.000
H  -5.51  -2.43  0.53  0.000
H  -4.53  -3.05  1.70  0.000
H  -7.99  -3.28  1.09  0.000
H  -7.51  -1.74  2.03  0.000
H  -8.27  -3.02  2.87  0.000
C  -4.36  1.12  1.70  0.000
O  -3.83  -0.07  1.05  0.000
C  -3.22  0.25  -0.27  0.000
C  -2.98  -1.05  -0.98  0.000
N  -1.70  -1.73  -0.57  0.000
C  -0.51  -0.93  -0.72  0.000
C  -0.25  -0.48  -2.15  0.000
O  -1.07  0.55  -2.72  0.000
C  -0.34  1.38  -3.67  0.000
H  -4.90  0.68  2.54  0.000
H  -5.08  1.66  1.08  0.000
H  -3.59  1.81  2.02  0.000
H  -2.38  0.94  -0.19  0.000
H  -3.82  0.94  -0.86  0.000
H  -3.08  -0.76  -2.02  0.000
H  -3.75  -1.78  -0.76  0.000
H  -1.81  -1.83  0.43  0.000
H  0.32  -1.60  -0.49  0.000
H  -0.41  -0.10  -0.01  0.000
H  -0.28  -1.30  -2.88  0.000
H  0.82  -0.33  -2.32  0.000
H  -0.03  0.79  -4.53  0.000
H  0.50  1.75  -3.08  0.000
H  -0.93  2.28  -3.85  0.000
C  2.54  -0.60  -5.96  0.000
O  3.82  -0.01  -5.89  0.000
C  4.56  -0.37  -7.00  0.000
C  5.84  0.47  -6.99  0.000
N  6.87  0.00  -7.85  0.000
C  8.13  0.76  -7.60  0.000
C  9.30  -0.14  -7.87  0.000
O  9.46  -0.67  -9.21  0.000
C  10.10  0.24  -10.04  0.000
H  2.65  -1.63  -5.64  0.000
H  2.00  -0.73  -6.90  0.000
H  1.94  0.05  -5.33  0.000
H  4.18  -0.12  -7.99  0.000
H  4.73  -1.44  -7.15  0.000
H  6.25  0.32  -5.99  0.000
H  5.64  1.53  -7.12  0.000
H  7.15  -0.96  -7.73  0.000
H  8.19  1.13  -6.58  0.000
H  8.26  1.67  -8.18  0.000
H  9.44  -0.91  -7.11  0.000
H  10.22  0.37  -7.58  0.000
H  10.17  -0.23  -11.02  0.000
H  11.06  0.53  -9.61  0.000
H  9.43  1.10  -10.13  0.000
C  -9.05  2.86  11.22  0.000
O  -8.37  2.15  10.12  0.000
C  -7.96  2.89  9.01  0.000
C  -7.64  1.98  7.81  0.000
N  -7.37  2.67  6.56  0.000
C  -7.04  1.78  5.46  0.000
C  -6.38  2.58  4.33  0.000
O  -4.97  2.50  4.37  0.000
C  -4.35  2.78  5.59  0.000
H  -8.41  3.66  11.59  0.000
H  -9.43  2.08  11.88  0.000
H  -9.91  3.39  10.83  0.000
H  -6.99  3.27  9.33  0.000
H  -8.72  3.64  8.81  0.000
H  -8.46  1.31  7.56  0.000
H  -6.71  1.45  8.04  0.000
H  -8.13  3.31  6.37  0.000
H  -7.91  1.34  4.98  0.000
H  -6.35  0.98  5.76  0.000
H  -6.74  3.60  4.32  0.000
H  -6.75  2.18  3.39  0.000
H  -4.34  1.94  6.28  0.000
H  -4.92  3.63  5.97  0.000
H  -3.36  3.20  5.39  0.000
C  6.44  -0.69  2.47  0.000
O  5.63  -1.59  1.76  0.000
C  6.05  -2.99  1.92  0.000
C  6.35  -3.44  0.52  0.000
N  5.47  -4.40  -0.14  0.000
C  4.09  -3.85  -0.47  0.000
C  3.94  -3.95  -1.98  0.000
O  4.69  -2.86  -2.45  0.000
C  4.05  -1.66  -2.71  0.000
H  6.13  0.34  2.28  0.000
H  7.48  -0.85  2.18  0.000
H  6.46  -0.76  3.56  0.000
H  5.20  -3.34  2.51  0.000
H  7.00  -3.09  2.45  0.000
H  7.36  -3.84  0.64  0.000
H  6.46  -2.56  -0.10  0.000
H  5.98  -4.61  -0.99  0.000
H  3.96  -2.78  -0.28  0.000
H  3.36  -4.48  0.05  0.000
H  2.93  -3.90  -2.39  0.000
H  4.40  -4.85  -2.37  0.000
H  3.55  -1.12  -1.91  0.000
H  3.10  -1.81  -3.23  0.000
H  4.66  -0.96  -3.28  0.000
C  5.87  -2.51  7.96  0.000
O  4.58  -2.37  7.32  0.000
C  4.48  -2.50  5.96  0.000
C  3.20  -1.87  5.38  0.000
N  2.99  -2.06  3.94  0.000
C  1.98  -1.30  3.24  0.000
C  0.53  -1.70  3.38  0.000
O  -0.29  -0.72  2.74  0.000
C  -1.53  -0.40  3.21  0.000
H  6.35  -3.47  7.80  0.000
H  5.78  -2.24  9.01  0.000
H  6.59  -1.73  7.70  0.000
H  4.34  -3.56  5.79  0.000
H  5.31  -2.04  5.42  0.000
H  3.04  -0.80  5.54  0.000
H  2.44  -2.45  5.89  0.000
H  3.82  -1.91  3.38  0.000
H  2.17  -1.27  2.17  0.000
H  1.98  -0.31  3.70  0.000
H  0.24  -1.78  4.43  0.000
H  0.37  -2.67  2.91  0.000
H  -2.24  -1.15  2.89  0.000
H  -1.85  0.56  2.80  0.000
H  -1.46  -0.19  4.28  0.000
C  2.64  3.47  -4.32  -0.001
O  3.23  4.78  -4.45  0.010
C  2.75  5.54  -5.56  0.029
C  1.79  6.62  -5.13  0.016
N  2.13  7.58  -4.12  0.681
C  0.97  8.21  -3.54  0.028
C  0.69  7.37  -2.20  0.073
O  1.50  7.52  -1.00  0.058
C  1.71  8.84  -0.50  0.002
H  1.57  3.62  -4.43  0.003
H  2.85  3.12  -3.31  -0.001
H  2.92  2.69  -5.03  0.001
H  2.65  4.98  -6.48  0.000
H  3.61  6.13  -5.89  -0.001
H  0.93  6.02  -4.82  0.046
H  1.49  7.09  -6.06  0.012
H  2.60  7.02  -3.43  -0.009
H  0.25  8.17  -4.35  0.000
H  1.24  9.24  -3.28  0.032
H  0.59  6.31  -2.43  -0.009
H  -0.28  7.66  -1.79  0.024
H  2.35  8.88  0.38  0.000
H  0.79  9.40  -0.38  0.001
H  2.10  9.58  -1.20  0.004